Formula: C41H93N11O27S4
Source: OMol25
Level of theory: the ωB97M-V functional and the def2-TZVPD basis

The spin multiplicity is 2. Its LUMO energy (alpha / beta) is -2.159 / -7.656 eV. The HOMO-LUMO gap (alpha / beta) comes out at 8.0 / 2.5 eV. As for the largest force on an atom: 5.3 eV/Å. As for the net charge: +1. Its expectation value of S² is 0.7851.

Last column: Mulliken charge in e.
Cartesian coordinates (Å):
C (1.057, 2.057, 4.819)  0.46
C (2.429, 2.722, 4.523)  0.35
O (2.235, 4.095, 4.946)  -0.34
S (0.642, 4.500, 5.289)  1.05
O (-0.090, 4.797, 4.041)  -0.47
O (0.499, 5.381, 6.470)  -0.58
O (0.412, 2.908, 5.755)  -0.46
H (1.040, 1.134, 5.399)  0.39
H (0.576, 1.922, 3.850)  -0.32
H (2.850, 2.692, 3.518)  -0.37
H (3.232, 2.362, 5.166)  0.29
C (-1.081, -4.791, -0.431)  0.82
C (-0.578, -6.217, -0.218)  -0.42
O (0.770, -6.186, -0.196)  -0.42
S (1.353, -4.940, -1.067)  1.23
O (1.014, -5.139, -2.484)  -0.61
O (2.730, -4.599, -0.744)  -0.44
O (0.114, -3.965, -0.452)  -0.17
H (-1.657, -4.391, 0.403)  -0.17
H (-1.553, -4.766, -1.413)  -0.56
H (-0.963, -7.009, -0.861)  0.30
H (-0.739, -6.516, 0.818)  0.30
C (-4.705, 1.274, 5.395)  -0.50
C (-4.038, 2.332, 4.568)  0.12
O (-3.384, 1.602, 3.579)  -0.28
S (-2.925, 0.089, 3.969)  0.87
O (-1.497, 0.123, 4.198)  -0.36
O (-3.576, -0.833, 3.008)  -0.45
O (-3.821, 0.135, 5.351)  -0.37
H (-5.672, 0.960, 5.002)  0.29
H (-4.891, 1.585, 6.423)  0.34
H (-3.417, 3.135, 4.965)  0.23
H (-4.823, 2.868, 4.034)  -0.04
C (1.472, -0.981, 0.388)  1.12
C (0.296, -1.014, 1.373)  0.87
O (-0.782, -0.348, 0.666)  -0.18
S (-0.419, -0.054, -0.994)  -0.15
O (-0.861, 1.243, -1.422)  0.43
O (-0.713, -1.204, -1.876)  0.01
O (1.158, 0.033, -0.545)  -0.34
H (1.651, -1.890, -0.187)  -0.76
H (2.315, -0.874, 1.071)  -0.13
H (0.443, -0.526, 2.336)  0.31
H (-0.100, -1.977, 1.695)  -0.71
C (4.463, 1.576, -1.823)  0.48
C (3.664, 2.577, -2.633)  0.34
O (4.012, 2.741, -3.815)  -0.79
N (2.684, 3.274, -2.129)  0.46
C (1.776, 4.093, -2.892)  -1.17
H (3.700, 0.965, -1.341)  -0.35
H (5.053, 2.121, -1.086)  -0.06
H (5.028, 0.966, -2.527)  0.17
H (2.455, 3.112, -1.159)  -0.28
H (1.343, 3.523, -3.714)  0.23
H (2.260, 4.938, -3.383)  0.45
H (0.936, 4.435, -2.287)  0.37
C (-0.664, 0.758, -8.042)  -1.10
C (-0.814, 0.318, -6.557)  0.54
O (-0.388, -0.759, -6.213)  -0.75
N (-1.271, 1.267, -5.761)  -0.01
C (-1.211, 1.124, -4.304)  -0.17
H (-1.361, 1.529, -8.371)  0.38
H (-0.973, -0.084, -8.662)  0.33
H (0.363, 1.090, -8.197)  0.26
H (-1.940, 1.954, -6.079)  0.35
H (-1.441, 0.152, -3.869)  -0.23
H (-1.955, 1.806, -3.894)  0.08
H (-0.258, 1.530, -3.965)  0.18
C (3.361, -2.288, 4.815)  -1.37
C (2.978, -3.147, 3.592)  0.74
O (3.557, -3.058, 2.486)  -0.58
N (1.918, -3.925, 3.721)  -0.05
C (1.378, -4.701, 2.595)  -0.37
H (2.582, -1.663, 5.252)  0.28
H (4.270, -1.692, 4.740)  0.36
H (3.640, -3.023, 5.571)  0.44
H (1.374, -3.752, 4.554)  0.25
H (0.438, -5.190, 2.848)  0.25
H (2.044, -5.487, 2.238)  0.38
H (1.136, -4.079, 1.733)  -0.27
C (-3.866, -2.492, -1.194)  0.07
C (-4.515, -3.832, -0.929)  0.47
O (-4.071, -4.862, -1.468)  -0.70
N (-5.555, -3.774, -0.077)  -0.09
C (-6.318, -4.933, 0.427)  -0.94
H (-4.580, -1.686, -1.366)  0.69
H (-3.220, -2.566, -2.068)  -0.57
H (-3.244, -2.197, -0.349)  -0.06
H (-5.777, -2.799, 0.064)  0.20
H (-6.865, -4.591, 1.305)  0.35
H (-5.619, -5.739, 0.653)  0.31
H (-7.039, -5.301, -0.303)  0.32
C (3.292, 5.215, 1.115)  -1.31
C (2.350, 4.021, 1.116)  0.44
O (2.710, 2.899, 0.859)  -0.24
N (1.071, 4.253, 1.349)  0.45
C (-0.010, 3.330, 1.282)  -1.25
H (4.190, 4.918, 1.656)  0.19
H (2.842, 6.144, 1.466)  0.40
H (3.652, 5.356, 0.096)  0.31
H (0.756, 5.200, 1.505)  0.29
H (0.248, 2.272, 1.231)  -0.17
H (-0.634, 3.448, 0.396)  0.46
H (-0.746, 3.507, 2.067)  0.42
C (-3.916, -4.253, 3.596)  -1.09
C (-2.458, -4.059, 3.737)  0.49
O (-1.736, -3.765, 2.749)  -0.18
N (-1.899, -4.031, 4.941)  -0.06
C (-2.488, -4.366, 6.200)  -1.01
H (-4.344, -5.136, 4.072)  0.56
H (-4.049, -4.352, 2.519)  -0.31
H (-4.409, -3.437, 4.124)  0.41
H (-0.961, -3.660, 4.981)  0.12
H (-2.232, -3.533, 6.854)  0.32
H (-1.982, -5.255, 6.577)  0.33
H (-3.566, -4.498, 6.109)  0.36
C (-0.143, -4.511, -7.619)  -1.00
C (-0.915, -4.657, -6.312)  0.77
O (-1.208, -5.808, -5.940)  -0.38
N (-1.292, -3.551, -5.661)  0.38
C (-1.986, -3.515, -4.413)  -0.75
H (0.930, -4.517, -7.429)  0.31
H (-0.268, -3.482, -7.958)  0.26
H (-0.380, -5.270, -8.364)  0.35
H (-1.079, -2.666, -6.097)  0.16
H (-1.369, -2.958, -3.709)  0.20
H (-2.143, -4.498, -3.970)  0.39
H (-2.887, -2.910, -4.518)  0.39
C (5.310, 0.143, 2.112)  0.53
C (6.029, 1.501, 2.281)  0.32
O (6.310, 1.883, 3.408)  -0.70
N (6.479, 2.019, 1.151)  0.04
C (7.072, 3.384, 0.967)  -1.03
H (4.450, 0.032, 2.772)  -0.11
H (5.938, -0.730, 2.289)  0.41
H (4.998, 0.149, 1.068)  -0.58
H (6.723, 1.333, 0.451)  0.04
H (8.111, 3.365, 0.638)  0.34
H (6.933, 4.061, 1.810)  0.37
H (6.548, 3.886, 0.153)  0.29
C (-5.971, 4.268, 1.147)  -1.07
C (-5.038, 3.422, 0.291)  0.67
O (-4.410, 3.905, -0.680)  -0.59
N (-4.771, 2.207, 0.733)  0.02
C (-3.820, 1.218, 0.315)  -0.32
H (-7.036, 4.143, 0.949)  0.33
H (-5.914, 5.326, 0.893)  0.35
H (-5.640, 4.178, 2.182)  0.14
H (-5.371, 1.917, 1.492)  0.22
H (-3.528, 1.278, -0.734)  0.28
H (-4.261, 0.240, 0.506)  0.18
H (-2.847, 1.309, 0.796)  -0.25
C (7.906, -0.582, -2.559)  -1.26
C (6.962, -1.111, -1.474)  0.72
O (7.303, -1.051, -0.292)  -0.63
N (5.890, -1.825, -1.931)  0.00
C (4.901, -2.500, -1.098)  -0.87
H (8.848, -1.103, -2.390)  0.40
H (8.174, 0.457, -2.367)  0.29
H (7.535, -0.732, -3.573)  0.33
H (5.877, -2.090, -2.905)  0.27
H (5.197, -3.547, -1.030)  0.47
H (3.911, -2.557, -1.551)  0.23
H (4.790, -2.100, -0.091)  0.14
C (-2.234, 4.356, -2.942)  -0.60
C (-2.768, 5.744, -2.751)  0.41
O (-2.434, 6.470, -1.817)  -0.71
N (-3.434, 6.222, -3.790)  -0.21
C (-3.734, 7.721, -3.882)  -0.80
H (-2.977, 3.927, -3.614)  0.38
H (-2.183, 3.767, -2.026)  -0.01
H (-1.310, 4.344, -3.520)  0.47
H (-3.625, 5.613, -4.573)  0.20
H (-2.745, 8.151, -4.042)  0.28
H (-4.141, 8.142, -2.963)  0.26
H (-4.419, 8.018, -4.675)  0.33